Here is a molecular structure, C62H46F12N7O4S2Tl from the OMol25 dataset. Energies are from ωB97M-V/def2-TZVPD.

Energy above the lowest of the compared OMol25 structures with the same formula, charge and spin   56.39 kJ/mol
Energy   -5241.90913 Eh
HOMO energy   -0.928 eV
Net charge   -2
HOMO-LUMO gap   4.38 eV

Geometry as XYZ:
```
134
Properties=species:S:1:pos:R:3:forces:R:3
Tl -0.102426 1.761596 0.718916 0.387 0.648 -0.395
C 1.366710 2.047495 -5.794310 -0.038 0.094 0.153
C 1.264619 2.291565 -4.312348 -0.055 -0.131 -0.107
C 2.246849 1.853799 -3.434699 0.024 0.044 -0.038
C 2.230492 2.259909 -2.117583 -0.232 -0.058 0.002
C 1.246861 3.137819 -1.594464 0.390 -0.073 -0.153
N 1.313873 3.615565 -0.311103 -0.629 -0.165 0.047
C 2.482627 3.873032 0.322612 0.154 -0.070 -0.065
C 3.723071 3.990316 -0.367143 -0.027 0.074 0.103
C 4.931456 4.116986 0.282979 -0.025 0.028 0.092
C 4.986597 4.216686 1.667056 0.135 -0.053 0.133
C 6.295821 4.306149 2.413305 -0.209 0.108 -0.066
C 3.776054 4.282238 2.350784 0.129 0.034 -0.305
C 2.539863 4.122551 1.740359 -0.062 -0.023 0.015
C 1.248164 4.350312 2.567908 0.155 0.579 0.284
O 0.199177 3.572508 2.361306 -0.121 -0.265 -0.220
C 0.924433 5.888378 2.339597 0.066 0.374 0.026
F 2.004022 6.706071 2.553898 -0.139 -0.140 -0.005
F 0.526189 6.153597 1.103811 -0.105 -0.179 0.036
F -0.039941 6.358827 3.175255 0.018 -0.184 -0.078
C 1.533124 4.298170 4.144483 -0.148 0.000 0.428
F 0.367982 4.209565 4.817283 0.124 -0.032 -0.064
F 2.250595 3.213900 4.534128 -0.207 0.582 -0.185
F 2.176022 5.359637 4.720235 0.017 -0.111 -0.169
C 0.112846 3.368129 -2.439576 0.002 -0.058 0.216
C 0.183890 2.978808 -3.771658 0.236 0.046 -0.068
C -1.213893 3.883250 -1.831019 -0.198 0.241 -0.275
O -1.658921 3.153424 -0.804965 0.102 -0.010 0.090
C -1.080829 5.443469 -1.510339 0.020 0.386 -0.144
F -1.615638 6.246277 -2.498491 -0.028 -0.156 0.067
F -1.740203 5.787202 -0.404844 0.130 -0.148 0.073
F 0.183216 5.882647 -1.418682 -0.167 -0.164 0.080
C -2.398473 3.810999 -2.888008 -0.360 0.040 -0.123
F -2.323064 4.482899 -4.077282 0.111 -0.153 0.178
F -2.640451 2.522854 -3.255985 -0.072 0.334 0.084
F -3.544806 4.245614 -2.319086 0.148 -0.015 -0.066
H 1.895176 2.873723 -6.282675 -0.013 -0.047 -0.079
H 0.375509 1.976231 -6.247275 0.001 -0.025 -0.072
H 1.913961 1.128240 -6.003076 0.010 -0.078 -0.072
H 3.039304 1.198455 -3.786158 0.012 -0.003 -0.006
H 2.990117 1.891389 -1.440183 0.022 0.040 -0.041
H 3.706651 3.967288 -1.446948 0.041 -0.027 0.029
H 5.853022 4.147464 -0.293490 -0.011 0.002 -0.037
H 7.125660 3.984734 1.780768 0.036 0.019 0.024
H 6.277013 3.670488 3.302452 0.082 0.015 0.031
H 6.493465 5.331147 2.744807 0.103 -0.029 0.040
H 3.836721 4.490523 3.409697 -0.060 -0.066 0.044
H -0.621415 3.225263 -4.449842 0.008 -0.004 0.032
N -3.058895 1.505195 2.609794 0.063 0.086 -0.111
C -2.238518 1.061901 3.586014 0.268 -0.423 0.297
N -2.777679 0.719928 4.764130 -0.183 0.058 0.016
C -1.894141 0.281943 5.654026 0.112 0.083 -0.213
N -2.383877 -0.172126 6.850915 -0.052 -0.039 0.040
N -0.571988 0.233273 5.498874 0.125 -0.076 0.074
C -0.141556 0.600908 4.286474 -0.550 0.200 0.079
N -0.938914 0.950121 3.293691 0.091 0.096 0.082
C 1.328480 0.710957 4.085316 0.435 -0.208 0.168
C 2.177952 0.625756 5.186017 -0.183 -0.237 -0.023
C 3.533889 0.836881 5.002204 0.000 -0.089 -0.147
C 3.992516 1.131423 3.729400 0.046 -0.218 0.160
C 3.072231 1.173113 2.690652 0.087 -0.209 -0.196
N 1.776206 0.963719 2.857946 -0.119 -0.255 0.060
H -3.987530 1.772152 2.883683 0.011 0.024 0.036
H -2.622235 2.028507 1.861447 -0.099 0.033 -0.010
H -3.308563 0.145705 7.084973 0.013 0.009 0.004
H -1.704381 -0.206382 7.591006 -0.023 0.014 0.025
H 1.749436 0.428854 6.157398 0.045 -0.027 0.023
H 4.216424 0.794081 5.842989 -0.012 0.009 -0.008
H 5.040124 1.323974 3.539460 -0.011 0.037 -0.055
H 3.396398 1.380501 1.675405 -0.001 0.044 0.039
C -7.960705 -1.851740 -1.399877 0.096 0.011 -0.054
C -6.487231 -1.643200 -1.168425 -0.067 0.031 0.039
C -5.983425 -0.385230 -0.860478 -0.029 -0.051 -0.040
C -4.630090 -0.201987 -0.608236 0.128 0.019 0.035
C -3.778186 -1.290397 -0.672708 0.084 0.226 0.289
C -4.257809 -2.550087 -0.991372 0.078 -0.089 -0.012
C -5.607134 -2.722587 -1.243283 0.096 0.063 0.011
S -2.040432 -1.117252 -0.150716 -0.616 -0.284 -0.803
O -1.739164 -2.438077 0.454934 0.269 -0.310 0.372
C -1.405855 -1.152869 -1.848983 0.470 -0.456 -0.120
C -1.849646 -0.072840 -2.639476 -0.013 0.089 0.074
C -1.576899 -0.029762 -3.969865 -0.121 0.039 -0.014
C -0.728211 -0.994624 -4.555353 0.112 -0.274 0.124
C -0.436102 -1.000451 -5.937439 0.124 0.045 -0.091
C 0.474175 -1.876549 -6.458786 -0.101 0.116 -0.127
C 1.130867 -2.793552 -5.620441 0.026 -0.099 0.181
C 0.804211 -2.869456 -4.293876 0.112 -0.041 -0.196
C -0.160063 -1.999175 -3.735695 0.042 0.275 0.002
C -0.591281 -2.138816 -2.373920 -0.217 0.320 0.426
C -0.296843 -3.485459 -1.780360 0.044 0.046 0.369
C -0.969599 -4.575348 -2.424983 -0.015 -0.238 0.209
C -1.975501 -4.361135 -3.399697 -0.190 -0.174 -0.109
C -2.605717 -5.413756 -4.006652 0.009 0.262 0.017
C -2.263999 -6.735548 -3.674022 0.098 -0.198 0.106
C -1.309263 -6.976961 -2.725659 -0.117 -0.094 -0.120
C -0.648584 -5.912200 -2.071009 -0.119 0.353 -0.240
C 0.333374 -6.137316 -1.087758 0.194 -0.064 0.204
C 0.920746 -5.092303 -0.440028 0.119 -0.345 -0.048
C 0.599596 -3.765996 -0.770623 -0.510 0.535 -0.591
S 1.435465 -2.381373 0.056151 -0.006 -0.708 0.057
O 2.804496 -2.367616 -0.516202 0.275 0.144 -0.083
C 1.585707 -3.295632 1.613705 -0.107 0.463 0.276
C 0.473805 -3.534426 2.406335 -0.091 0.031 -0.025
C 0.627394 -4.212807 3.604733 0.051 0.032 -0.026
C 1.878068 -4.653229 4.021138 0.066 -0.062 0.011
C 2.042213 -5.393603 5.320496 0.025 0.081 -0.033
C 2.981475 -4.397057 3.212410 -0.053 -0.025 0.068
C 2.840101 -3.715086 2.015328 0.148 0.163 -0.133
H -8.526974 -0.960096 -1.134374 -0.031 -0.003 -0.007
H -8.328701 -2.687051 -0.802375 -0.046 0.000 -0.010
H -8.157023 -2.080178 -2.449550 -0.049 -0.006 -0.001
H -6.657804 0.460553 -0.796993 0.001 0.011 -0.007
H -4.238529 0.776192 -0.352494 -0.009 0.034 0.001
H -3.565637 -3.383956 -1.012168 -0.029 -0.034 0.018
H -5.985045 -3.709943 -1.484617 -0.015 -0.009 -0.002
H -2.449337 0.701539 -2.180086 0.098 0.035 0.008
H -1.997485 0.754104 -4.586331 0.089 0.014 0.039
H -0.937849 -0.284461 -6.576110 0.048 0.092 0.012
H 0.708441 -1.855531 -7.516153 -0.018 0.023 -0.008
H 1.894989 -3.443157 -6.028679 -0.011 -0.027 0.014
H 1.302127 -3.584600 -3.652402 0.015 -0.008 -0.020
H -2.250695 -3.349493 -3.664245 -0.043 -0.041 0.008
H -3.371399 -5.225876 -4.748972 -0.001 0.014 0.007
H -2.763556 -7.559907 -4.168380 0.011 -0.016 0.012
H -1.047311 -7.995152 -2.460813 0.017 0.004 0.027
H 0.612395 -7.157223 -0.849176 -0.021 -0.007 0.051
H 1.655392 -5.277440 0.332839 -0.035 -0.055 -0.084
H -0.501083 -3.211507 2.069576 -0.070 0.095 0.020
H -0.236556 -4.389315 4.234629 -0.026 -0.016 -0.022
H 1.079722 -5.514422 5.816063 0.023 -0.033 0.052
H 2.708983 -4.846269 5.990614 -0.022 -0.053 0.031
H 2.473358 -6.382415 5.150356 -0.005 -0.006 0.054
H 3.964591 -4.724759 3.532067 0.016 -0.007 -0.010
H 3.688538 -3.501728 1.376293 0.001 0.032 0.003
```
Positions in Å, forces in eV/Å.